No. 1
The following is a DFT calculation (ωB97M-V/def2-TZVPD) of an isolated ion of composition C17H16N3O and charge +1 in a non-equilibrium geometry.

Each line ends with the Löwdin charge.
Positions of all 37 atoms, in Å:
O (-1.4494, 1.2843, 0.5840)  0.15
N (-3.8434, -1.7303, 1.6979)  -0.08
N (0.3145, -0.1688, 0.2646)  0.04
N (-1.9223, -0.8414, 1.0196)  0.09
C (0.2385, 0.4669, -2.0480)  -0.01
C (3.0112, -2.1828, 1.8288)  -0.06
C (1.9328, 1.9493, -2.9679)  -0.06
C (-1.0129, 0.1424, 0.6086)  -0.39
C (0.8843, 0.5100, -0.7990)  -0.23
C (-1.7244, -2.2233, 1.2411)  0.05
C (-5.2671, -1.8321, 2.0737)  0.03
C (1.7436, -1.1261, 3.6160)  -0.07
C (0.7583, 1.1742, -3.1284)  -0.06
C (2.8336, -1.9202, 3.1984)  -0.06
C (-3.2502, -0.6130, 1.3432)  0.04
C (-2.9224, -2.7749, 1.6684)  0.02
C (2.5978, 1.9465, -1.7367)  -0.06
C (2.0893, 1.2291, -0.6605)  0.00
C (2.1204, -1.6667, 0.8797)  -0.01
C (0.9068, -0.5468, 2.6647)  -0.03
C (1.0873, -0.7832, 1.2771)  -0.24
H (3.8331, -2.8273, 1.5312)  0.11
H (-3.0493, -3.8331, 1.8947)  0.15
H (-0.7323, -0.0385, -2.1610)  0.12
H (3.5075, 2.5568, -1.6839)  0.12
H (-0.8030, -2.7615, 1.1540)  0.13
H (-5.3917, -1.6325, 3.1350)  0.10
H (2.3672, 2.4428, -3.8479)  0.11
H (0.1635, 0.1821, 3.0050)  0.12
H (0.2236, 1.0791, -4.0422)  0.10
H (-3.7327, 0.3720, 1.2755)  0.19
H (-5.6353, -2.8434, 1.8827)  0.11
H (-5.9148, -1.1063, 1.5375)  0.12
H (1.5989, -0.8553, 4.6843)  0.12
H (2.5823, 1.2543, 0.2809)  0.11
H (3.4451, -2.4743, 3.9045)  0.11
H (2.2941, -1.8981, -0.1820)  0.13

Summary:
structure (SMILES) = C[n+]1ccn(C(=O)N(c2ccccc2)c2ccccc2)c1
HOMO level = -11.0788 eV
total charge = +1
HOMO-LUMO gap = 0.2617 Ha
maximum force = 0.08189 Eh/bohr
energy above the lowest of the compared OMol25 structures with the same formula, charge and spin = 0.0000 eV


No. 2
The following is a DFT calculation (ωB97M-V/def2-TZVPD) of C17H16N4O3S in the gas phase in a non-equilibrium geometry.

Each line ends with the Löwdin charge.
Positions of all 41 atoms, in Å:
S (0.2852, 3.0400, -0.9567)  1.01
O (0.9227, 1.1268, 1.1990)  0.11
O (4.1276, -0.8648, 0.6450)  0.01
O (3.7643, 0.2268, -1.2831)  0.11
N (-4.8366, 0.2820, 0.6086)  0.07
N (-4.9863, 1.5862, 0.7501)  0.06
N (-2.9272, 1.1807, 0.0680)  0.04
N (-1.6868, 1.4168, -0.3531)  0.11
C (1.1946, 0.6703, 0.1251)  -0.48
C (-3.5694, -3.6679, -0.3464)  -0.08
C (-3.1052, -1.3292, -0.0324)  -0.15
C (5.5378, -0.6191, 0.5667)  -0.20
C (-4.0181, -2.3804, -0.1307)  -0.02
C (1.8965, -0.6677, -0.0508)  -0.01
C (5.8866, 0.7514, 1.1258)  -0.06
C (-3.4321, 3.5073, 0.3887)  0.03
C (-1.3021, -2.8839, -0.3542)  -0.08
C (-3.8463, 2.1612, 0.4297)  -0.27
C (-2.1615, 3.7602, -0.0212)  -0.07
C (-2.2114, -3.9230, -0.4623)  -0.09
C (-1.7410, -1.5905, -0.1403)  -0.02
C (-1.3225, 2.6672, -0.3918)  -0.57
C (3.3679, -0.3746, -0.3188)  -0.49
C (-3.6092, 0.0060, 0.2047)  -0.22
C (0.9467, 1.3685, -1.1894)  -0.38
H (1.4902, -1.1958, -0.9129)  0.13
H (-4.1260, 4.2788, 0.6775)  0.12
H (-1.0352, -0.7814, -0.0382)  0.07
H (5.4363, 1.5305, 0.5154)  0.08
H (-1.8619, -4.9308, -0.6313)  0.10
H (-4.2786, -4.4785, -0.4237)  0.10
H (-5.0690, -2.1602, -0.0316)  0.11
H (-1.7598, 4.7581, -0.0818)  0.10
H (1.8075, -1.2614, 0.8579)  0.14
H (1.8937, 1.4637, -1.7263)  0.08
H (5.9935, -1.4159, 1.1569)  0.12
H (6.9647, 0.8815, 1.1216)  0.08
H (5.5202, 0.8457, 2.1449)  0.08
H (5.8525, -0.6985, -0.4786)  0.12
H (0.2413, 0.8021, -1.7984)  0.09
H (-0.2435, -3.0880, -0.4316)  0.09

Summary:
structure (SMILES) = CCOC(=O)CC(=O)CSc1ccc2nnc(-c3ccccc3)n2n1
HOMO level = -8.3489 eV
HOMO-LUMO gap = 0.3057 Ha
maximum force = 0.02689 Eh/bohr
energy above the lowest of the compared OMol25 structures with the same formula, charge and spin = 3.0226 eV


No. 3
The following is a DFT calculation (ωB97M-V/def2-TZVPD) of C17H16N4OS in the gas phase.

Each line ends with the Löwdin charge.
Positions of all 39 atoms, in Å:
S (-3.5211, 3.2737, -2.1273)  0.68
O (0.5608, -3.5610, 2.2534)  -0.05
N (3.0682, 1.2406, -0.9235)  0.18
N (-0.9267, 3.3160, -2.2704)  0.10
N (1.3331, 3.6855, -2.6182)  0.19
N (-3.7869, 0.0930, -0.2499)  0.20
C (0.3752, -2.4875, 1.4548)  -0.26
C (-0.1939, -0.1826, -0.0322)  -0.18
C (1.5593, -4.5139, 1.9431)  -0.19
C (0.9969, -2.2683, 0.2267)  0.00
C (-0.8279, -0.4129, 1.1908)  -0.01
C (-0.4729, 1.0259, -0.8070)  -0.06
C (3.3521, -3.9545, 3.6827)  -0.26
C (1.9494, 1.4409, -1.0944)  -0.22
C (0.6080, 1.7801, -1.3394)  -0.11
C (2.9880, -4.0225, 2.1990)  -0.19
C (0.3497, 2.9393, -2.0798)  -0.27
C (0.7178, -1.1266, -0.4972)  -0.02
C (2.5816, -2.8768, 4.4357)  -0.10
C (-2.8799, 0.7074, -0.5879)  -0.25
C (-0.5416, -1.5396, 1.9233)  0.02
C (-1.7713, 1.4588, -1.0360)  -0.20
C (-2.0378, 2.6406, -1.7851)  -0.75
H (3.6699, -4.7118, 1.6962)  0.12
H (2.9067, -2.8370, 5.4728)  0.07
H (4.4227, -3.7510, 3.7634)  0.10
H (1.1324, 4.5518, -3.0853)  0.12
H (-1.0186, -1.7165, 2.8738)  0.12
H (-1.5250, 0.3133, 1.5801)  0.12
H (1.3360, -5.3609, 2.5978)  0.13
H (1.4519, -4.8479, 0.9034)  0.12
H (-1.1425, 4.1506, -2.8055)  0.14
H (2.7527, -1.9015, 3.9841)  0.08
H (1.5150, -3.0813, 4.4158)  0.07
H (3.1164, -3.0338, 1.7539)  0.11
H (1.1959, -0.9865, -1.4557)  0.12
H (2.2913, 3.4411, -2.4345)  0.11
H (3.1649, -4.9271, 4.1437)  0.11
H (1.6972, -2.9796, -0.1808)  0.11

Summary:
structure (SMILES) = CCCCOc1ccc(-c2c(C#N)c(N)[nH]c(=S)c2C#N)cc1
HOMO level = -8.2019 eV
HOMO-LUMO gap = 0.2816 Ha
maximum force = 0.01731 Eh/bohr
energy above the lowest of the compared OMol25 structures with the same formula, charge and spin = 1.0532 eV


No. 4
The following is a DFT calculation (ωB97M-V/def2-TZVPD) of C17H16N6O5S2Zr as an isolated structure.

Each line ends with the Löwdin charge.
Positions of all 47 atoms, in Å:
Zr (-0.5209, 0.1870, 0.1735)  1.48
S (1.7458, -0.6945, -0.3949)  0.61
S (-0.0180, -0.7345, 2.4379)  0.60
O (-1.2926, 5.9377, 2.1690)  0.13
O (-2.2210, 1.5472, 0.6047)  -0.10
O (-0.4459, 1.4716, -3.4981)  0.08
O (-1.7563, -1.4854, -0.4169)  -0.16
O (1.9527, 3.1132, 0.7914)  0.12
N (3.0669, -4.0950, -0.0229)  0.18
N (1.0523, -4.1244, 3.4345)  0.18
N (0.2999, 4.4913, 1.4999)  0.22
N (-0.1870, 2.3489, 0.6546)  0.04
N (-1.1803, -0.0403, -1.9722)  0.02
N (-1.3339, -0.4962, -4.2621)  -0.04
C (-1.6963, -1.2454, -1.6813)  -0.50
C (-1.8661, -1.7086, -3.9727)  -0.02
C (1.6811, -2.0505, 0.7191)  -0.72
C (-1.4804, 2.5467, 0.8826)  -0.46
C (1.0154, -3.2139, 2.7342)  -0.27
C (-3.0492, 4.3736, 0.3692)  -0.16
C (-1.9364, 2.8779, 3.8112)  -0.06
C (0.7812, 3.2990, 0.9701)  -0.50
C (-2.8295, 3.4753, 2.7318)  -0.16
C (-2.0756, 3.8061, 1.4253)  -0.31
C (-2.3880, 4.6739, -0.9695)  -0.06
C (0.9741, -2.0685, 1.8803)  -0.72
C (2.4492, -3.1913, 0.3272)  -0.27
C (-2.0768, -2.1451, -2.7085)  0.03
C (-1.1195, -0.1078, -5.6550)  0.00
C (-1.0114, 4.8507, 1.7299)  -0.42
C (-0.9433, 0.3967, -3.2503)  -0.49
H (-2.5125, 2.6743, 4.7126)  0.08
H (-0.3809, -0.7613, -6.1169)  0.10
H (-1.1289, 3.5587, 4.0865)  0.09
H (-0.7507, 0.9119, -5.6613)  0.09
H (-2.1092, -2.3159, -4.8349)  0.14
H (-2.0580, -0.1621, -6.2039)  0.10
H (-3.8551, 3.6486, 0.2472)  0.12
H (-3.6383, 2.7888, 2.4789)  0.13
H (1.0054, 5.1848, 1.7114)  0.17
H (-2.4855, -3.1157, -2.4832)  0.12
H (-3.2763, 4.4078, 3.0781)  0.13
H (-1.4891, 1.9311, 3.4960)  0.06
H (-1.9683, 3.7762, -1.4308)  0.08
H (-1.5863, 5.4075, -0.8630)  0.09
H (-3.4759, 5.2803, 0.7995)  0.13
H (-3.1141, 5.0880, -1.6678)  0.08

Summary:
HOMO level = -8.7471 eV
HOMO-LUMO gap = 0.2785 Ha
maximum force = 0.00969 Eh/bohr
energy above the lowest of the compared OMol25 structures with the same formula, charge and spin = 0.0843 eV


No. 5
The following is a DFT calculation (ωB97M-V/def2-TZVPD) of C17H17AgF4N10O2 as an isolated structure.

Each line ends with the Löwdin charge.
Positions of all 51 atoms, in Å:
Ag (0.0810, 0.2666, -0.2949)  0.78
F (-0.1152, 1.1614, 3.0517)  0.03
F (-5.1084, 2.1812, 4.9114)  0.04
F (-4.7655, 2.1536, 2.3305)  0.03
F (-0.5462, 1.2711, 5.6545)  0.05
O (0.1293, -2.3905, -1.3850)  -0.07
O (4.3168, 1.1158, 0.6629)  -0.04
N (0.0249, 3.1834, -2.3409)  0.11
N (-2.0765, 1.5645, 1.1983)  0.00
N (-0.7726, -5.3311, -3.3001)  0.08
N (-1.8901, 0.1143, -1.3434)  -0.36
N (2.0688, 0.3498, 0.4264)  -0.02
N (0.3985, 3.3483, 1.1081)  0.18
N (3.2456, -5.9193, -1.5080)  0.07
N (2.1569, -2.7725, -0.4710)  0.16
N (2.6808, 3.5393, 1.3903)  0.16
N (1.8590, 3.6330, -0.7348)  0.10
C (-2.6353, -1.0479, -0.8550)  -0.10
C (-2.8475, 1.7171, 5.3789)  0.00
C (1.6210, 3.4817, 0.5493)  -0.54
C (0.0923, -4.9264, -2.6450)  -0.28
C (2.2913, -5.2819, -1.6815)  -0.30
C (-3.6680, 1.8785, 3.0940)  -0.15
C (-1.5745, -0.0702, -2.7650)  -0.12
C (-1.5982, 1.4747, 4.8243)  -0.25
C (-3.1542, 1.6185, 0.2319)  -0.28
C (-2.3963, 1.6223, 2.4782)  -0.22
C (1.1641, -4.4598, -1.8570)  -0.24
C (-1.3815, 1.4243, 3.4751)  -0.17
C (-3.8571, 1.9159, 4.4558)  -0.25
C (3.1806, 0.7262, 0.5444)  -0.59
C (1.0981, -3.1523, -1.2452)  -0.54
C (-2.6505, 1.3616, -1.1787)  -0.23
C (0.8610, 3.3741, -1.5586)  -0.41
H (2.1826, -1.8128, -0.1547)  0.04
H (-3.6448, 2.6027, 0.1986)  0.11
H (-0.3759, 3.0930, 0.5055)  0.06
H (2.5048, 3.2940, 2.3485)  0.10
H (-0.9616, -0.9619, -2.8817)  0.07
H (-2.0068, 2.1776, -1.5091)  0.07
H (-3.5253, 1.3335, -1.8529)  0.12
H (0.3632, 2.7779, 1.9413)  0.07
H (-2.7898, -0.9612, 0.2188)  0.08
H (-3.6138, -1.1147, -1.3573)  0.09
H (2.9977, -3.3211, -0.4555)  0.08
H (-1.0375, 0.8066, -3.1262)  0.06
H (-3.9516, 0.8999, 0.4587)  0.10
H (-2.5024, -0.1860, -3.3484)  0.08
H (-2.0562, -1.9449, -1.0639)  0.07
H (3.5455, 3.1952, 0.9969)  0.08
H (-3.0153, 1.7539, 6.4428)  0.11

Summary:
HOMO level = -2.2757 eV
total charge = -2
HOMO-LUMO gap = 0.2543 Ha
maximum force = 0.00528 Eh/bohr
energy above the lowest of the compared OMol25 structures with the same formula, charge and spin = 0.1283 eV


No. 6
The following is a DFT calculation (ωB97M-V/def2-TZVPD) of a 2-piece molecular cluster, C17H17B2Cl4NO6 overall in a non-equilibrium geometry.

Each line ends with the Löwdin charge.
Positions of all 47 atoms, in Å:
Cl (-1.3267, 5.6274, -0.9187)  0.51
Cl (1.6905, 5.7395, -0.9833)  0.54
Cl (0.3027, 3.6851, 0.7221)  0.62
Cl (3.1260, -1.5332, -5.2787)  0.73
O (2.8654, 0.4522, 0.9933)  0.12
O (0.2572, 3.6645, -1.9794)  -0.01
O (-1.4061, 0.9179, 0.9096)  0.19
O (-2.6225, 1.1632, -1.0230)  0.13
O (0.7696, 0.3672, 1.9191)  0.20
O (-2.3944, -1.6755, 2.4816)  0.06
N (-0.2051, -1.1356, 0.2076)  -0.11
C (-2.7045, -2.1599, 3.7263)  -0.30
C (1.6904, 0.1691, 0.9559)  -0.45
C (-3.8941, -2.9913, 4.0254)  -0.02
C (2.6076, -0.2305, -4.2726)  -0.63
C (0.9714, 1.4305, -3.7288)  0.04
C (-1.8877, 0.5399, -0.2926)  -0.45
C (-1.2713, -0.9207, 2.6193)  -0.14
C (-1.7527, -1.7316, 4.6295)  -0.03
C (1.0854, -0.5038, -0.2352)  0.02
C (3.0110, 1.2232, -2.4181)  0.02
C (-1.3701, -0.8118, -0.6809)  0.02
C (-0.0885, -2.5484, 0.6527)  0.04
C (3.4140, 0.1889, -3.2216)  -0.08
C (1.3758, 2.9400, -1.8470)  -0.06
C (1.3875, 0.3912, -4.5183)  -0.08
C (-0.8492, -0.9474, 3.9211)  -0.02
C (1.7781, 1.8778, -2.6565)  -0.18
B (-0.5272, -0.1432, 1.4318)  -0.75
B (0.2223, 4.6176, -0.8746)  -1.92
H (0.0309, 1.9234, -3.9072)  0.14
H (1.7736, -1.2463, -0.6482)  0.16
H (4.3552, -0.3062, -3.0614)  0.12
H (0.7907, 0.0414, -5.3433)  0.11
H (0.1326, -3.2055, -0.1840)  0.11
H (3.6287, 1.5437, -1.5984)  0.13
H (-1.0184, -2.8621, 1.1193)  0.10
H (-1.7159, -1.9598, 5.6815)  0.11
H (0.0247, -0.4434, 4.3003)  0.12
H (-3.9768, -3.8098, 3.3093)  0.08
H (0.7012, -2.6299, 1.3941)  0.13
H (-4.8008, -2.3912, 3.9496)  0.08
H (0.8765, 0.2367, -1.0083)  0.13
H (2.0059, 3.2343, -1.0202)  0.08
H (-1.0547, -0.8179, -1.7270)  0.15
H (-2.1544, -1.5589, -0.5542)  0.16
H (-3.8536, -3.4105, 5.0321)  0.09

Summary:
HOMO level = -8.2365 eV
HOMO-LUMO gap = 0.2064 Ha
maximum force = 0.09801 Eh/bohr
energy above the lowest of the compared OMol25 structures with the same formula, charge and spin = 0.0000 eV